1.
ORCA calculation (the ωB97M-V functional and the def2-TZVPD basis) on a molecular structure, C33H25BCo2F6O8S.

Properties
Kohn-Sham gap (Ha): 0.0567
Lowest unoccupied orbital energy (eV): -4.574
Energy above the lowest of the compared OMol25 structures with the same formula, charge and spin (eV): 5.3510
HOMO level (hartree): -0.2248

Positions of all 76 atoms, in Å:
C -3.951 8.226 -2.341
C -3.166 6.977 -2.411
C -2.930 6.216 -3.506
C -2.151 5.048 -3.237
C -1.801 4.916 -1.946
B -0.958 3.711 -1.309
C 0.594 4.110 -1.324
C 1.114 4.783 -0.249
C 2.445 5.130 -0.226
C 3.017 5.816 0.996
F 4.067 6.572 0.625
F 2.058 6.583 1.548
F 3.409 4.867 1.867
C 3.252 4.798 -1.295
C 2.731 4.121 -2.378
C 3.609 3.727 -3.547
F 3.592 2.385 -3.657
F 3.111 4.288 -4.665
F 4.864 4.161 -3.325
C 1.397 3.780 -2.386
O -1.413 3.490 0.093
C -0.926 2.337 0.706
C -1.261 1.087 -0.144
C -0.685 -0.172 0.507
C -2.778 0.969 -0.283
C -0.657 1.313 -1.552
O -1.164 2.481 -2.122
S -2.397 6.254 -1.030
H -4.307 8.534 -3.326
H -4.819 8.090 -1.693
H -3.346 9.037 -1.930
H -3.307 6.466 -4.486
H -1.870 4.324 -3.988
H 0.481 5.044 0.580
H 4.294 5.066 -1.285
H 0.988 3.250 -3.227
H 0.154 2.452 0.841
H -1.379 2.263 1.700
H -0.908 -1.056 -0.088
H 0.399 -0.109 0.608
H -1.107 -0.320 1.500
H -3.042 0.110 -0.898
H -3.251 0.857 0.691
H -3.174 1.866 -0.758
H 0.433 1.397 -1.513
H -0.903 0.479 -2.218
O -0.463 -4.592 4.655
C -0.642 -4.614 3.531
Co -0.835 -4.683 1.754
C -2.632 -4.379 1.516
O -3.748 -4.199 1.390
C 0.621 -3.321 1.214
O 0.990 -2.325 0.690
C 0.412 -6.317 1.319
C 1.483 -6.109 2.351
C 2.035 -4.845 2.479
C 2.989 -4.550 3.421
C 3.463 -5.555 4.232
C 2.929 -6.821 4.128
C 1.938 -7.097 3.206
C -0.966 -6.698 1.680
C -1.168 -7.935 2.408
Co -0.717 -6.617 -0.383
C 0.038 -5.229 -1.240
O 0.521 -4.339 -1.759
C -0.045 -8.173 -1.013
O 0.382 -9.153 -1.403
C -2.500 -6.498 -0.777
O -3.607 -6.422 -1.028
H 1.430 -4.002 1.825
H 3.337 -3.535 3.536
H 4.250 -5.358 4.938
H 3.301 -7.611 4.758
H 1.517 -8.085 3.137
H -2.013 -8.552 2.179
H -0.657 -8.107 3.331

=====

2.
ORCA calculation (the ωB97M-V functional and the def2-TZVPD basis) on a molecular structure, C33H25BrClN4O10V.

Properties
Kohn-Sham gap (Ha): 0.2126
Total charge: +2
Lowest unoccupied orbital energy (eV): -8.136
Energy above the lowest of the compared OMol25 structures with the same formula, charge and spin (eV): 0.1385
HOMO level (hartree): -0.5116

Positions of all 75 atoms, in Å:
V -1.426 -0.403 0.360
O -4.723 -2.003 2.024
C -3.783 -1.327 1.755
N -2.736 -1.691 0.867
C -2.666 -3.033 0.421
O -3.125 -3.987 0.962
C -1.914 -3.056 -0.868
C -1.954 -4.106 -1.757
C -1.338 -3.932 -2.988
C -0.713 -2.725 -3.268
C -0.689 -1.728 -2.311
N -1.274 -1.910 -1.121
C -3.574 0.060 2.267
C -4.418 0.656 3.178
C -4.093 1.925 3.634
C -2.935 2.536 3.175
C -2.145 1.881 2.250
N -2.479 0.667 1.797
H -2.479 -5.010 -1.481
H -1.361 -4.721 -3.727
H -0.245 -2.547 -4.225
H -0.208 -0.776 -2.487
H -5.292 0.114 3.511
H -4.730 2.429 4.348
H -2.641 3.516 3.522
H -1.243 2.325 1.852
C 4.267 0.301 -3.658
O 3.167 0.962 -3.020
C 1.958 0.884 -3.600
C 1.658 0.061 -4.684
C 0.411 0.120 -5.289
C -0.565 0.998 -4.835
C -0.285 1.809 -3.752
C 0.944 1.724 -3.113
N 1.188 2.649 -2.046
C 1.786 2.482 -0.914
C 2.202 1.210 -0.352
C 3.517 1.087 0.102
C 4.018 -0.146 0.473
C 3.198 -1.266 0.396
C 1.866 -1.152 0.025
C 1.349 0.092 -0.310
O 0.014 0.289 -0.481
H 5.151 0.613 -3.111
H 4.347 0.611 -4.700
H 4.158 -0.782 -3.589
H 2.417 -0.594 -5.086
H 0.215 -0.505 -6.150
H -1.524 1.067 -5.327
H -1.019 2.515 -3.395
H 0.858 3.590 -2.240
H 2.000 3.399 -0.372
H 4.157 1.960 0.106
H 5.042 -0.239 0.807
H 3.587 -2.239 0.667
H 1.223 -2.021 0.031
Br 3.947 1.326 6.467
C 2.587 0.588 5.410
C 2.517 0.922 4.061
C 1.520 0.372 3.280
C 0.591 -0.499 3.848
C 0.667 -0.825 5.204
C 1.668 -0.283 5.986
C -0.500 -1.096 3.078
O -1.412 -1.753 3.457
O -0.405 -0.827 1.668
H 3.243 1.602 3.639
H 1.470 0.612 2.227
H -0.058 -1.503 5.633
H 1.741 -0.532 7.035
O -1.794 2.642 -0.646
Cl -2.969 1.939 -1.066
O -3.246 2.082 -2.438
O -4.077 2.175 -0.227
O -2.612 0.424 -0.887

=====

3.
ORCA calculation (the ωB97M-V functional and the def2-TZVPD basis) on a molecular structure, C33H25CaF2IN4OP.

Properties
Kohn-Sham gap (Ha): 0.2760
Total charge: +1
Lowest unoccupied orbital energy (eV): -3.029
HOMO level (hartree): -0.3873

Positions of all 68 atoms, in Å:
Ca 0.853 1.271 -0.362
F 0.064 1.050 5.376
C 0.954 1.096 4.368
C 0.503 1.285 3.075
C 1.383 1.341 1.995
C 2.769 1.235 2.281
C 3.170 1.020 3.603
F 4.474 0.849 3.927
C 2.291 0.941 4.665
C 3.749 1.408 1.171
C 5.119 1.630 1.353
C 5.946 1.813 0.261
C 5.413 1.779 -1.020
C 4.055 1.574 -1.128
N 3.243 1.398 -0.082
H -0.570 1.399 2.948
H 2.642 0.771 5.671
H 5.527 1.668 2.347
H 7.003 1.986 0.412
H 6.022 1.915 -1.901
H 3.581 1.556 -2.106
O 0.556 2.195 -2.839
N -0.176 0.992 -2.602
C -0.087 0.204 -3.598
C -0.591 -1.166 -3.587
C -0.794 -1.731 -4.848
C -1.282 -3.018 -4.985
C -1.549 -3.761 -3.848
C -1.324 -3.219 -2.589
C -0.850 -1.921 -2.423
P -0.539 -1.301 -0.722
C -2.126 -0.551 -0.246
C -3.189 -0.346 -1.121
C -4.350 0.269 -0.672
C -4.459 0.684 0.648
C -3.398 0.494 1.525
C -2.236 -0.117 1.079
C -0.425 -2.794 0.291
C -1.527 -3.413 0.879
C -1.355 -4.557 1.643
C -0.087 -5.090 1.821
C 1.016 -4.476 1.244
C 0.849 -3.325 0.490
H -0.025 2.897 -2.502
H 0.387 0.575 -4.505
H -0.567 -1.144 -5.729
H -1.441 -3.438 -5.969
H -1.923 -4.772 -3.933
H -1.516 -3.833 -1.720
H -3.129 -0.685 -2.149
H -5.179 0.411 -1.353
H -5.369 1.154 0.994
H -3.477 0.812 2.556
H -1.416 -0.284 1.770
H -2.518 -2.998 0.744
H -2.213 -5.032 2.101
H 0.045 -5.982 2.418
H 2.007 -4.884 1.392
H 1.717 -2.838 0.060
I -4.620 4.711 0.482
C -2.635 4.225 0.352
C -1.595 4.842 1.016
N -0.467 4.231 0.625
N -0.706 3.237 -0.250
C -2.025 3.225 -0.414
H -1.584 5.653 1.724
H 0.469 4.389 0.963
H -2.486 2.495 -1.063

=====

4.
ORCA calculation (the ωB97M-V functional and the def2-TZVPD basis) on a molecular structure, C33H26FGeHfNO3Se2Te2.

Properties
Kohn-Sham gap (Ha): 0.1334
Total charge: -2
Lowest unoccupied orbital energy (eV): 3.499
Energy above the lowest of the compared OMol25 structures with the same formula, charge and spin (eV): 0.0000
HOMO level (hartree): -0.0048

Positions of all 70 atoms, in Å:
Hf -2.038 1.452 0.917
C 3.899 5.660 2.548
C 4.279 4.451 1.705
C 5.248 3.552 2.461
C 5.704 2.408 1.570
C 4.506 1.672 1.029
C 4.607 0.345 0.669
C 3.491 -0.338 0.202
F 3.638 -1.637 -0.131
C 2.269 0.260 0.091
C 2.152 1.608 0.449
C 0.839 2.238 0.355
O -0.127 1.575 -0.082
C 0.759 3.592 0.773
C 1.884 4.226 1.189
N 3.107 3.657 1.291
C 3.265 2.321 0.920
C -0.545 4.364 0.882
O -0.473 5.597 0.853
O -1.588 3.663 1.040
H 4.815 6.116 2.926
H 3.283 5.359 3.397
H 3.363 6.418 1.981
H 4.785 4.803 0.796
H 4.743 3.159 3.348
H 6.099 4.150 2.792
H 6.340 1.715 2.123
H 6.305 2.808 0.746
H 5.551 -0.177 0.764
H 1.392 -0.282 -0.247
H 1.780 5.261 1.471
Se -3.896 1.750 -0.653
Te -3.389 -1.037 2.708
Te -3.257 1.547 3.609
Se -0.743 1.670 3.563
C -1.931 -0.725 1.184
Ge -2.334 -1.758 -0.355
C -4.051 -1.858 -1.356
C -4.183 -1.442 -2.679
C -5.389 -1.584 -3.356
C -6.487 -2.139 -2.716
C -6.373 -2.555 -1.396
C -5.163 -2.420 -0.729
C -0.904 -1.387 -1.680
C -0.928 -0.207 -2.430
C 0.118 0.115 -3.287
C 1.211 -0.733 -3.410
C 1.252 -1.909 -2.673
C 0.201 -2.229 -1.819
C -2.128 -3.707 0.047
C -2.477 -4.692 -0.881
C -2.307 -6.042 -0.595
C -1.789 -6.430 0.635
C -1.439 -5.464 1.569
C -1.602 -4.115 1.271
H -3.340 -0.992 -3.184
H -5.477 -1.245 -4.383
H -7.432 -2.239 -3.240
H -7.231 -2.979 -0.886
H -5.083 -2.748 0.302
H -1.759 0.484 -2.306
H 0.087 1.043 -3.848
H 2.032 -0.476 -4.071
H 2.108 -2.570 -2.750
H 0.245 -3.146 -1.240
H -2.898 -4.394 -1.836
H -2.584 -6.792 -1.328
H -1.660 -7.482 0.863
H -1.035 -5.764 2.530
H -1.314 -3.343 1.980